(1)
{"formula": "C5H12NS", "method": "ωB97M-V/def2-TZVPD", "species": ["C", "C", "C", "C", "C", "N", "S", "H", "H", "H", "H", "H", "H", "H", "H", "H", "H", "H", "H"], "coordinates": [[0.523, 0.660, -1.112], [-1.463, -0.869, 1.432], [1.680, 0.740, 1.124], [-1.404, -0.653, -1.681], [1.876, 0.513, -0.484], [0.033, -0.432, -1.567], [-2.433, 0.280, 2.006], [-0.055, 1.538, -1.126], [-1.218, -1.794, 2.089], [1.320, -0.140, 1.682], [0.793, 1.527, 1.134], [2.583, 1.169, 1.521], [-1.941, 0.164, -2.094], [-1.550, -1.440, -2.373], [-1.711, -1.015, -0.670], [2.313, -0.390, -0.606], [2.383, 1.367, -0.866], [0.628, -1.297, -1.739], [-2.359, 0.071, 3.329]], "forces_ev_per_a": [[2.20, -3.52, 0.66], [0.28, -2.11, -0.09], [-2.59, 1.58, -2.01], [0.29, -1.30, 0.18], [-2.51, 3.72, 2.24], [-0.65, -0.68, -0.71], [0.64, 0.15, 0.43], [-0.73, 0.97, 0.29], [-0.21, 1.97, -0.49], [0.37, 0.23, -0.54], [1.95, -1.34, 0.68], [0.15, 0.07, 0.25], [-0.30, 1.13, 0.17], [-0.13, -0.94, -0.74], [-0.04, 0.68, -0.64], [1.42, -2.70, -1.05], [1.37, 0.42, -0.04], [-0.81, 1.66, 0.84], [-0.69, 0.02, 0.57]], "mulliken_charge": [-0.047, -0.448, -0.883, -0.694, -0.531, -0.095, 0.001, 0.500, 0.250, 0.240, 0.275, 0.348, 0.339, 0.347, 0.199, 0.358, 0.322, 0.354, 0.165], "lumo_ev": -4.1, "total_charge": 1}


(2)
{"formula": "C5H12NS", "method": "ωB97M-V/def2-TZVPD", "species": ["C", "C", "C", "C", "C", "N", "S", "H", "H", "H", "H", "H", "H", "H", "H", "H", "H", "H", "H"], "coordinates": [[0.144, -0.336, -0.026], [0.252, -1.808, 0.051], [-4.051, 0.064, -0.100], [1.053, 1.889, 0.028], [2.519, -0.101, 0.003], [1.181, 0.451, 0.020], [-1.448, 0.432, -0.161], [0.591, -2.101, 1.048], [0.976, -2.196, -0.666], [-0.710, -2.277, -0.133], [-4.117, 0.925, 0.537], [-4.167, -0.913, 0.329], [-4.147, 0.186, -1.163], [0.133, 2.181, 0.537], [1.902, 2.326, 0.547], [1.017, 2.283, -0.990], [3.240, 0.711, -0.010], [2.696, -0.720, 0.882], [2.674, -0.710, -0.890]], "forces_ev_per_a": [[-2.21, 0.24, 0.10], [0.19, -0.41, -0.03], [2.01, -0.45, 0.01], [-0.16, 0.89, 0.02], [0.73, -0.47, -0.06], [-0.49, -0.40, -0.02], [-0.25, 0.57, -0.11], [0.05, 0.03, 0.01], [0.02, 0.00, -0.02], [0.06, 0.07, 0.00], [0.05, 0.23, 0.19], [-0.14, -0.22, 0.10], [0.01, 0.01, -0.25], [0.18, -0.02, -0.03], [0.02, -0.09, -0.01], [0.00, -0.06, 0.01], [-0.07, -0.02, 0.02], [0.00, 0.04, 0.01], [0.00, 0.07, 0.05]], "mulliken_charge": [0.791, -1.145, -0.583, -1.094, -1.023, 0.060, -0.334, 0.344, 0.335, 0.363, 0.350, 0.327, 0.356, 0.411, 0.385, 0.354, 0.378, 0.344, 0.382], "lumo_ev": [-6.0, -6.0], "total_charge": 1}


(3)
{"formula": "C5H12NS2", "method": "ωB97M-V/def2-TZVPD", "species": ["S", "C", "C", "N", "C", "C", "C", "S", "H", "H", "H", "H", "H", "H", "H", "H", "H", "H", "H", "H"], "coordinates": [[0.578, 3.293, -1.972], [1.361, 2.698, -0.396], [0.685, 1.831, 0.653], [0.905, 0.398, 0.543], [-0.007, -0.337, -0.315], [-0.975, -1.162, 0.540], [-1.691, -2.266, -0.302], [-1.030, -3.931, 0.055], [2.234, 2.187, -0.808], [1.755, 3.601, 0.084], [1.027, 2.128, 1.650], [-0.386, 2.053, 0.701], [1.878, 0.134, 0.603], [-0.607, 0.409, -0.836], [0.517, -0.940, -1.057], [-1.800, -0.550, 0.912], [-0.456, -1.618, 1.372], [-2.760, -2.234, -0.117], [-1.490, -2.099, -1.358], [0.262, -3.591, 0.047]], "forces_ev_per_a": [[-0.59, -0.41, 0.50], [0.80, 0.91, -1.02], [0.02, 0.15, 0.19], [-0.54, 0.15, 0.40], [0.08, 0.62, 0.81], [-0.84, -0.87, -0.99], [1.13, 0.42, 0.21], [-0.46, -0.26, 0.10], [0.21, -0.32, 0.56], [-0.08, -0.07, 0.19], [0.29, 0.08, 0.01], [-0.10, -0.26, -0.29], [-0.24, -0.06, -0.48], [0.17, -0.09, -0.48], [0.00, -0.21, -0.05], [0.42, 0.37, 0.29], [0.07, 0.01, 0.25], [-0.07, -0.46, -0.06], [-0.32, 0.17, -0.08], [0.06, 0.13, -0.05]], "mulliken_charge": [-0.704, -0.727, -0.657, -0.220, -0.776, -0.653, -0.563, -0.286, 0.159, 0.278, 0.426, 0.247, 0.217, 0.363, 0.398, 0.217, 0.450, 0.380, 0.350, 0.101], "smiles": "[S-]CCNCCCS", "lumo_ev": 2.8, "total_charge": -1}


(4)
{"formula": "C5H12O", "method": "ωB97M-V/def2-TZVPD", "species": ["C", "C", "C", "H", "H", "H", "H", "H", "H", "H", "H", "O", "C", "C", "H", "H", "H", "H"], "coordinates": [[-0.318, 2.174, 1.019], [-0.781, 2.732, -0.309], [-1.438, 1.499, -1.115], [-1.258, 1.686, 1.318], [0.362, 1.334, 0.894], [0.101, 2.768, 1.827], [-1.529, 3.525, -0.348], [0.052, 3.105, -0.914], [-1.515, 1.704, -2.174], [-2.351, 1.569, -0.527], [-0.820, 0.648, -0.866], [2.380, -2.199, 1.408], [1.381, -2.817, 0.916], [1.262, -3.428, -0.472], [0.767, -3.366, 1.667], [1.138, -2.700, -1.267], [2.122, -4.125, -0.571], [0.445, -4.110, -0.488]], "forces_ev_per_a": [[-1.32, -0.86, 0.14], [1.24, -0.50, -2.38], [0.90, 2.32, 2.13], [0.38, 0.01, 1.01], [0.20, 0.03, -0.33], [-0.30, 0.59, -0.24], [0.05, 0.12, 0.74], [0.16, 0.13, 0.14], [-0.30, -0.10, -0.08], [-0.70, -1.28, -0.83], [-0.30, -0.49, -0.28], [0.66, 0.23, -0.69], [-1.23, -0.19, 0.90], [1.06, 0.10, 1.02], [-0.14, -0.09, -0.24], [0.46, -0.11, -0.32], [0.37, 0.43, -0.71], [-1.18, -0.33, 0.03]], "mulliken_spin": [0.038, -0.020, 0.000, -0.019, 0.013, -0.003, -0.001, -0.002, -0.015, -0.008, 0.066, 0.040, 0.713, 0.130, 0.104, 0.011, 0.011, -0.057], "lumo_ev": [3.5, 3.5], "spin_multiplicity": 2, "total_charge": -1}


(5)
{"formula": "C5H12O", "method": "ωB97M-V/def2-TZVPD", "species": ["C", "C", "C", "C", "O", "C", "H", "H", "H", "H", "H", "H", "H", "H", "H", "H", "H", "H"], "coordinates": [[-2.729, 0.185, -0.303], [-1.236, -0.004, -0.619], [-0.286, 0.018, 0.608], [1.013, -0.865, 0.398], [2.231, -0.432, 0.959], [2.727, 0.545, 0.090], [-3.046, -0.541, 0.453], [-3.335, 0.011, -1.201], [-2.978, 1.188, 0.065], [-0.955, 0.741, -1.384], [-1.117, -0.982, -1.089], [-0.189, 1.099, 0.885], [-0.800, -0.400, 1.474], [0.964, -1.899, 0.782], [1.166, -1.001, -0.692], [3.541, 1.093, 0.571], [1.922, 1.206, -0.184], [3.106, 0.037, -0.810]], "forces_ev_per_a": [[0.11, -0.07, 0.03], [0.00, -0.26, 0.04], [-0.16, 0.27, 0.12], [-0.22, -0.62, -0.36], [-0.52, 0.49, 0.16], [1.02, -0.06, -0.05], [-0.02, 0.09, -0.04], [0.15, 0.05, 0.18], [0.20, -0.17, -0.01], [0.22, -0.24, 0.36], [-0.09, -0.06, -0.17], [0.84, -0.89, -0.17], [-0.20, -0.11, -0.02], [-0.94, 0.48, 0.04], [-0.12, 0.17, 0.22], [-0.15, -0.05, -0.05], [-0.14, 0.65, -0.24], [0.03, 0.32, -0.03]], "mulliken_charge": [-1.276, -0.345, -0.388, -0.796, -0.359, -0.693, 0.350, 0.347, 0.308, 0.250, 0.356, 0.309, 0.376, 0.346, 0.386, 0.261, 0.303, 0.265], "smiles": "CCCCOC", "lumo_ev": 1.1, "total_charge": 0}


(6)
{"formula": "C5H12O", "method": "ωB97M-V/def2-TZVPD", "species": ["C", "C", "O", "C", "C", "C", "H", "H", "H", "H", "H", "H", "H", "H", "H", "H", "H", "H"], "coordinates": [[-0.967, 0.322, -2.182], [0.124, -0.133, -1.223], [-0.318, 0.005, 0.153], [0.782, -0.126, 1.258], [1.283, 1.264, 1.570], [-0.976, -1.329, 1.056], [-1.236, 1.366, -1.987], [-1.867, -0.294, -2.067], [-0.627, 0.238, -3.223], [0.402, -1.183, -1.399], [1.033, 0.480, -1.315], [1.572, -0.728, 0.778], [2.162, 1.182, 2.228], [0.533, 1.867, 2.103], [1.596, 1.848, 0.680], [-1.683, -1.592, 0.251], [-1.476, -0.903, 1.923], [-0.345, -2.179, 1.320]], "forces_ev_per_a": [[-0.02, -0.01, 0.08], [-0.03, -0.09, 0.07], [0.01, -0.70, 0.43], [0.34, 0.21, 0.04], [-0.01, 0.10, -0.05], [-0.16, 0.24, -0.51], [0.06, -0.20, -0.04], [0.18, 0.12, -0.02], [-0.03, 0.00, 0.27], [-0.06, 0.21, 0.05], [-0.23, -0.14, 0.09], [-0.18, 0.15, 0.02], [-0.21, -0.02, -0.16], [0.16, -0.17, -0.11], [-0.06, -0.12, 0.14], [0.11, 0.05, 0.16], [0.21, -0.06, -0.30], [-0.07, 0.43, -0.16]], "mulliken_charge": [-1.186, -0.180, -0.140, -0.475, -1.020, -0.510, 0.292, 0.286, 0.378, 0.302, 0.351, 0.215, 0.358, 0.229, 0.267, 0.281, 0.257, 0.296], "lumo_ev": 0.9, "total_charge": 0}


(7)
{"formula": "C5H12O", "method": "ωB97M-V/def2-TZVPD", "species": ["C", "C", "C", "H", "H", "H", "H", "H", "H", "C", "C", "O", "H", "H", "H", "H", "H", "H"], "coordinates": [[0.594, -1.333, 1.746], [-0.298, -0.349, 1.842], [-1.777, -0.577, 1.910], [1.663, -1.162, 1.824], [0.261, -2.360, 1.602], [0.031, 0.688, 1.928], [-2.325, -0.064, 1.113], [-2.125, -0.180, 2.869], [-2.010, -1.646, 1.874], [0.656, 1.398, -2.652], [0.959, 0.535, -1.444], [-0.211, -0.220, -1.207], [1.508, 2.015, -2.951], [-0.197, 2.046, -2.425], [0.373, 0.753, -3.489], [1.831, -0.112, -1.643], [1.227, 1.164, -0.578], [-0.159, -0.596, -0.318]], "forces_ev_per_a": [[-0.06, 0.07, 0.07], [0.12, -0.13, 0.15], [-0.05, -0.02, 0.03], [-0.14, 0.04, -0.21], [0.09, 0.11, 0.18], [0.04, -0.20, 0.06], [0.12, -0.03, 0.11], [-0.15, -0.05, -0.13], [0.00, 0.18, -0.02], [0.00, 0.04, -0.07], [0.28, 0.25, -0.16], [-0.07, -0.15, 0.18], [-0.08, -0.09, 0.07], [0.14, -0.03, -0.07], [0.06, 0.12, 0.06], [-0.23, 0.03, 0.02], [-0.17, -0.14, -0.13], [0.09, -0.03, -0.14]], "mulliken_charge": [-0.495, -0.211, -0.965, 0.287, 0.235, 0.288, 0.280, 0.325, 0.286, -1.196, 0.012, -0.520, 0.356, 0.301, 0.285, 0.241, 0.244, 0.246], "smiles": "C=CC.CCO", "lumo_ev": 1.1, "total_charge": 0}


(8)
{"formula": "C5H12O", "method": "ωB97M-V/def2-TZVPD", "species": ["C", "C", "C", "C", "C", "H", "H", "H", "H", "H", "H", "H", "H", "H", "H", "O", "H", "H"], "coordinates": [[1.442, -1.441, -0.615], [0.596, -0.678, 0.350], [-0.077, 0.543, 0.167], [-0.313, 1.294, 1.418], [-0.095, 1.215, -1.163], [1.163, -1.276, -1.709], [1.411, -2.492, -0.355], [2.520, -1.274, -0.510], [0.832, -1.110, 1.397], [0.360, 2.182, 1.272], [-1.271, 1.659, 1.717], [0.171, 0.793, 2.268], [-0.070, 0.565, -2.020], [-1.013, 1.943, -1.253], [0.924, 1.668, -1.069], [-2.396, -1.113, -0.376], [-1.747, -0.633, 0.252], [-2.437, -1.847, 0.230]], "forces_ev_per_a": [[-0.57, -0.05, -1.76], [0.17, 1.88, 1.13], [1.99, -4.60, 0.84], [1.94, 1.36, 0.53], [-0.79, 1.57, 0.79], [0.38, -0.40, 1.40], [-0.49, -0.47, -0.34], [-0.10, 0.73, 0.07], [-0.98, 1.22, -1.39], [-0.75, -0.18, 0.33], [-0.88, 0.12, -0.25], [-0.48, -0.10, -0.21], [-0.18, -0.41, -0.14], [2.14, -1.08, 0.08], [-0.98, 0.73, -0.86], [1.38, 1.22, 1.90], [-1.05, -0.26, -2.02], [-0.76, -1.27, -0.12]], "mulliken_charge": [-1.312, -0.080, 0.861, -1.179, -1.338, 0.267, 0.354, 0.308, 0.182, 0.279, 0.314, 0.334, 0.335, 0.270, 0.349, -0.634, 0.363, 0.325], "smiles": "CC=C(C)C.O", "lumo_ev": 0.9, "total_charge": 0}


(9)
{"formula": "C5H12O", "method": "ωB97M-V/def2-TZVPD", "species": ["C", "C", "C", "H", "H", "H", "H", "H", "H", "C", "O", "H", "H", "C", "H", "H", "H", "H"], "coordinates": [[0.261, -0.551, -1.722], [0.240, 0.745, -1.421], [1.385, 1.503, -0.821], [-0.599, -1.040, -2.174], [1.141, -1.164, -1.528], [-0.665, 1.319, -1.619], [2.156, 0.815, -0.460], [1.049, 2.122, 0.017], [1.825, 2.175, -1.568], [-1.205, -2.301, 0.287], [-0.762, -2.413, 1.400], [-1.954, -1.528, 0.022], [-0.886, -2.962, -0.546], [-0.396, 0.659, 2.031], [-0.499, 0.342, 0.991], [0.364, 0.034, 2.508], [-1.355, 0.535, 2.539], [-0.099, 1.711, 2.064]], "forces_ev_per_a": [[-0.01, 0.18, 0.00], [-0.02, -0.18, -0.09], [0.02, -0.02, 0.00], [0.16, 0.09, 0.02], [-0.14, 0.10, -0.04], [0.09, -0.08, -0.04], [-0.06, 0.16, -0.08], [0.07, -0.10, -0.14], [-0.03, -0.10, 0.14], [0.12, -0.06, 0.31], [-0.21, -0.03, -0.51], [0.06, -0.08, 0.10], [-0.02, 0.04, 0.16], [-0.03, 0.03, -0.02], [0.00, 0.09, 0.20], [-0.17, 0.14, -0.03], [0.18, -0.02, -0.02], [-0.04, -0.17, 0.05]], "mulliken_charge": [-0.903, 0.077, -0.944, 0.413, 0.235, 0.287, 0.287, 0.218, 0.326, -0.176, -0.400, 0.302, 0.267, -0.747, -0.123, 0.264, 0.292, 0.325], "smiles": "C=CC.C=O.C", "lumo_ev": 0.8, "total_charge": 0}


(10)
{"formula": "C5H12O", "method": "ωB97M-V/def2-TZVPD", "species": ["C", "O", "C", "C", "C", "C", "H", "H", "H", "H", "H", "H", "H", "H", "H", "H", "H", "H"], "coordinates": [[-1.854, -0.170, 0.407], [-1.162, 0.977, 0.946], [-0.909, -1.122, -0.276], [0.059, -0.628, -1.124], [1.730, -0.089, -0.591], [1.775, 1.098, 0.102], [-2.275, -0.669, 1.277], [-2.591, 0.221, -0.283], [0.749, -0.802, 2.236], [0.940, -1.234, 1.661], [-1.133, -2.178, -0.199], [0.320, -1.297, -1.886], [-0.323, 0.290, -1.543], [2.027, -0.914, 0.059], [2.207, -0.165, -1.549], [2.157, 1.088, 1.114], [-0.269, 0.992, 0.554], [1.949, 2.012, -0.456]], "forces_ev_per_a": [[1.37, 0.40, 0.97], [-0.06, -0.55, -0.36], [-0.13, 0.39, -0.46], [-3.46, -0.19, -0.13], [2.08, 0.20, 1.93], [1.29, 0.17, -0.68], [-0.55, 0.02, -0.14], [-0.62, -0.30, -0.19], [0.00, -0.01, -0.01], [-0.10, -0.02, 0.18], [0.36, -0.12, 0.27], [0.84, -1.06, -0.84], [0.68, 0.63, -0.09], [-0.25, -0.20, -0.43], [-0.43, 0.14, -0.62], [-0.68, 0.07, 0.26], [0.03, 0.30, 0.27], [-0.39, 0.15, 0.09]], "mulliken_charge": [-0.488, -0.544, -0.254, -0.938, -0.248, -0.998, 0.330, 0.278, 0.188, -0.203, 0.392, 0.452, 0.404, 0.262, 0.379, 0.313, 0.388, 0.288], "lumo_ev": -0.7, "total_charge": 0}